1.
{
  "formula": "H18O9",
  "method": "ωB97M-V/def2-TZVPD",
  "total_energy_ha": -687.793583,
  "smiles": "O.O.O.O.O.O.O.O.O",
  "de_lowest_kj_mol": 609.7,
  "homo_ev": -10.982,
  "spin_multiplicity": 1,
  "elements": ["O", "H", "H", "O", "H", "H", "O", "H", "H", "O", "H", "H", "O", "H", "H", "O", "H", "H", "O", "H", "H", "O", "H", "H", "O", "H", "H"],
  "xyz": [[3.2316, 0.1507, 1.9534], [2.5018, -0.4801, 1.9954], [4.0602, -0.1379, 1.2340], [-0.0835, 1.8977, -1.0593], [0.4016, 1.8641, -0.2018], [0.4939, 2.6199, -1.2512], [-0.9923, 2.9693, 1.5209], [-1.8108, 3.5815, 1.5818], [-0.2215, 3.5298, 1.6907], [1.1597, -2.0780, -2.8928], [0.5761, -2.4278, -3.3837], [1.4024, -1.2020, -2.7561], [-0.6331, -1.1038, -0.9544], [-0.5236, -0.1003, -0.5886], [-0.0396, -0.8008, -1.6780], [-1.5983, -1.2681, 2.5501], [-2.1612, -1.2598, 3.3251], [-2.0394, -1.7749, 1.9050], [-1.0021, -4.3901, -0.3093], [-1.0337, -3.5617, -0.5616], [-0.2499, -4.3352, 0.2715], [2.9934, 3.9474, -0.4342], [3.2636, 3.6364, 0.3857], [2.3435, 3.4264, -0.8210], [-3.2676, -0.4074, -0.3592], [-2.5181, 0.1940, -0.1124], [-2.9069, -0.5130, -1.1567]],
  "atomic_forces_ev_per_a": [[3.7, -0.3, -2.8], [0.5, -0.4, -0.6], [-4.3, 0.7, 3.3], [1.3, -0.4, 1.6], [-1.4, -1.2, 0.4], [0.0, 1.5, -2.0], [-1.7, 1.5, 0.2], [2.2, -1.5, -0.2], [-0.4, 0.1, 0.1], [7.4, 0.6, 6.4], [-6.9, -2.6, -5.9], [-0.2, 2.0, -0.9], [1.5, 5.0, 0.5], [-1.0, -3.4, -0.2], [-0.5, -1.6, -0.1], [1.1, 1.0, 1.1], [-0.1, 0.0, 0.0], [-1.0, -0.9, -1.3], [0.3, -6.1, 2.0], [-0.8, 6.8, -2.5], [0.5, -0.6, 0.5], [1.1, 2.8, -1.5], [0.5, -1.3, 2.2], [-1.4, -1.6, -0.6], [-0.5, 2.2, 4.9], [-1.3, -0.4, 1.0], [1.5, -1.8, -5.7]]
}

2.
{
  "formula": "H18O9",
  "method": "ωB97M-V/def2-TZVPD",
  "total_energy_ha": -687.905490,
  "smiles": "O.O.O.O.O.O.O.O.O",
  "de_lowest_kj_mol": 315.9,
  "homo_ev": -11.153,
  "spin_multiplicity": 1,
  "elements": ["H", "H", "H", "H", "H", "H", "H", "H", "H", "H", "H", "H", "H", "H", "H", "H", "H", "H", "O", "O", "O", "O", "O", "O", "O", "O", "O"],
  "xyz": [[-0.8760, 0.2869, 0.3245], [0.3394, 0.6372, -0.5182], [-1.7275, 0.6798, 2.1149], [-3.0143, 0.1692, 1.4877], [-3.7992, -1.1226, -0.7752], [-3.5719, -2.4311, -1.5142], [0.1245, -2.7841, 0.9281], [-0.8788, -3.8914, 1.2065], [2.1397, 3.1230, 2.5669], [3.5188, 2.8536, 1.9876], [-2.4154, 3.2117, 0.4298], [-2.2614, 1.7072, 0.2787], [3.9126, 0.4063, -0.9904], [3.1538, -0.9075, -0.9004], [2.0179, 0.5383, 1.0043], [3.0867, -0.5418, 1.0370], [0.9602, -0.6184, -4.8389], [2.1245, -1.2285, -4.0757], [0.0387, 0.5822, 0.3958], [-2.0618, 0.0219, 1.4950], [-4.2698, -1.8774, -1.1463], [-0.8131, -2.9957, 0.8564], [2.9866, 3.5483, 2.3914], [-2.9281, 2.4011, 0.3349], [3.3638, -0.1915, -1.5105], [2.1619, -0.3809, 1.2559], [1.1675, -1.1190, -4.0417]],
  "atomic_forces_ev_per_a": [[0.0, -0.4, 0.3], [0.2, -0.1, 0.0], [0.1, -0.1, 0.1], [-0.1, -0.1, 0.1], [0.0, -0.1, -0.1], [0.0, 0.0, 0.1], [-0.1, 0.2, 0.0], [-0.1, 0.1, 0.0], [0.0, 0.1, 0.0], [0.0, 0.1, 0.1], [-0.1, 0.0, -0.1], [0.0, 0.1, 0.0], [0.0, 0.0, -0.2], [-0.2, 0.0, -0.2], [-0.4, -0.2, 0.0], [0.0, 0.0, 0.4], [0.0, -0.1, 0.1], [0.0, 0.0, 0.1], [0.2, 0.8, -1.1], [-0.9, -0.2, 0.4], [0.1, 0.1, 0.0], [0.1, -0.2, 0.0], [0.0, -0.2, -0.1], [0.1, 0.2, 0.0], [0.2, 0.0, 0.1], [1.0, -0.2, 0.1], [0.1, 0.0, -0.2]]
}

3.
{
  "formula": "H18O9",
  "method": "ωB97M-V/def2-TZVPD",
  "total_energy_ha": -687.944399,
  "smiles": "O.O.O.O.O.O.O.O.O",
  "de_lowest_kj_mol": 213.7,
  "homo_ev": -10.256,
  "spin_multiplicity": 1,
  "elements": ["O", "H", "H", "O", "H", "H", "O", "H", "H", "O", "H", "H", "O", "H", "H", "O", "H", "H", "O", "H", "H", "O", "H", "H", "O", "H", "H"],
  "xyz": [[-0.1420, 3.1733, -1.0588], [0.1691, 2.2691, -1.1013], [-1.0195, 3.1077, -0.6819], [-0.9897, -1.0197, -2.7432], [-0.1659, -0.7986, -2.3089], [-1.6673, -0.6679, -2.1659], [-0.3563, -2.5418, 1.1112], [-0.3496, -3.4529, 1.4047], [0.5362, -2.2329, 1.2668], [-2.0756, -0.7267, 0.0404], [-2.9853, -0.8626, 0.3053], [-1.5910, -1.4261, 0.4787], [2.5058, -1.8274, 1.1123], [2.2126, -0.9366, 1.3041], [3.2186, -1.7152, 0.4833], [0.4083, 0.1612, -0.5978], [0.7086, 0.1725, 0.3110], [-0.5439, 0.0860, -0.5350], [0.9226, 0.4037, 1.9524], [0.4593, -0.2386, 2.4901], [0.6733, 1.2507, 2.3222], [-2.3564, 2.1921, 0.1841], [-3.2206, 2.1458, -0.2247], [-2.3527, 1.4761, 0.8194], [2.6647, 0.8005, -1.7575], [1.9462, 0.8161, -1.1252], [3.3907, 0.3924, -1.2858]],
  "atomic_forces_ev_per_a": [[0.5, 0.6, -0.2], [0.0, -0.3, -0.1], [-0.2, -0.2, 0.1], [-0.2, -0.2, -0.6], [0.4, 0.0, 0.1], [-0.2, 0.0, 0.1], [-0.5, 0.1, 0.3], [-0.1, -0.3, 0.0], [0.7, -0.1, -0.4], [-0.7, 0.6, 0.0], [-0.3, 0.0, -0.1], [0.6, -0.8, 0.2], [-0.2, -0.3, 0.3], [0.2, 0.5, 0.2], [0.1, -0.2, -0.3], [0.2, 0.0, -0.6], [-0.1, 0.1, 0.4], [-0.5, 0.1, 0.1], [0.2, -0.1, 0.5], [-0.2, -0.3, 0.3], [0.1, 0.5, 0.0], [-0.3, 0.2, 0.2], [-0.2, 0.1, -0.2], [0.2, -0.3, 0.1], [0.7, 0.1, -0.3], [-0.4, 0.0, -0.2], [0.3, 0.0, -0.1]]
}

4.
{
  "formula": "H18O9",
  "method": "ωB97M-V/def2-TZVPD",
  "total_energy_ha": -687.921994,
  "smiles": "O.O.O.O.O.O.O.O.O",
  "de_lowest_kj_mol": 272.5,
  "homo_ev": -10.575,
  "spin_multiplicity": 1,
  "elements": ["O", "H", "H", "O", "H", "H", "O", "H", "H", "O", "H", "H", "O", "H", "H", "O", "H", "H", "O", "H", "H", "O", "H", "H", "O", "H", "H"],
  "xyz": [[1.1771, -1.4528, -1.4923], [2.0371, -1.8268, -1.3273], [0.6521, -2.1538, -1.1273], [0.7451, -3.2148, 2.1947], [0.5031, -3.4308, 1.2787], [-0.0059, -3.0828, 2.7977], [0.1501, 2.9952, -2.5993], [0.4281, 2.3802, -1.9113], [-0.5769, 3.4562, -2.2043], [-0.3829, -0.2428, 0.8097], [0.0911, 0.2902, 0.1577], [0.1951, -0.7918, 1.3887], [-0.1789, -0.1858, -3.5093], [-0.9289, 0.4002, -3.4913], [0.2391, -0.1588, -2.6903], [1.2311, 1.2422, -0.8043], [1.9851, 1.5712, -0.2853], [1.6271, 0.4252, -1.2013], [0.3511, 2.2562, 2.0267], [1.0481, 2.2762, 1.3817], [0.1871, 1.3682, 2.1607], [-2.1389, 0.9302, -0.9413], [-1.6179, 0.3272, -0.4123], [-2.0879, 1.7652, -0.5223], [-1.2029, -1.6428, 3.5017], [-1.7279, -1.2988, 2.7947], [-1.7989, -2.2008, 4.0267]],
  "atomic_forces_ev_per_a": [[0.6, 0.0, 0.1], [1.0, 0.0, -0.2], [-1.2, -0.2, 0.2], [0.7, 0.0, -0.4], [-0.5, 0.0, 1.0], [-0.1, 0.1, -0.9], [0.4, -0.1, -0.3], [0.1, -0.1, -0.1], [-0.7, 0.5, 0.1], [-0.4, -1.1, 1.3], [0.9, -0.1, 0.3], [-0.2, 0.6, -1.0], [-0.7, -0.6, -2.6], [-0.2, 0.5, 0.3], [0.7, 0.1, 2.0], [1.5, -0.9, 0.1], [-0.3, 0.2, -0.3], [-0.8, 0.6, 0.2], [0.4, 3.1, 0.0], [0.3, 0.2, -0.3], [-0.8, -3.0, 0.4], [-0.4, -1.0, -1.3], [-0.2, -0.2, 0.4], [0.1, 1.2, 0.8], [0.3, -0.8, 1.0], [-0.6, 0.4, -0.8], [0.1, 0.4, -0.2]]
}

| no. | HOMO-LUMO gap (eV) | E_LUMO (eV) |
| --- | --- | --- |
| 1 | 10.6 | -0.348 |
| 2 | 11.1 | -0.094 |
| 3 | 9.9 | -0.373 |
| 4 | 10.2 | -0.352 |